A 12-piece molecular cluster, C60H80BF4N9O4 overall in a non-equilibrium geometry. Source: OMol25; level of theory: ωB97M-V with the def2-TZVPD basis set.

Properties
- gap between HOMO and LUMO (eV) = 0.72
- HOMO energy (eV) = -13.143
- electronic energy (eV) = -96597.179
- total charge = +6

Each line ends with the Löwdin charge.
Positions of all 158 atoms, in Å:
F 7.9335 3.2222 -2.7929  0.1180
F 9.8913 4.0153 -3.5703  0.0592
F 9.5635 4.0068 -1.2507  0.0937
F 9.8709 2.0435 -2.3981  0.0836
O -5.6616 -0.3313 3.6237  -0.1258
O -6.8160 -1.1604 1.9306  -0.0919
O -4.0118 6.8727 -1.3552  -0.0561
O -2.6827 5.6851 -2.7250  -0.1121
N -9.0637 -3.9473 -0.5956  -0.0745
N -12.8185 -7.4419 -5.1826  -0.0626
N 0.8430 -10.2303 3.9499  -0.1534
N 13.4344 4.0049 -1.2934  -0.0544
N -0.4140 6.5240 -5.3305  -0.0775
N -6.0324 8.2525 1.7685  -0.0714
N -4.3412 2.4985 5.1566  -0.0447
N 14.2219 -2.5731 0.6430  -0.0887
N 6.0560 6.3956 -2.7494  -0.0832
C 1.7039 -3.7729 5.5425  -0.1675
C 3.5712 6.5992 -4.0116  -0.1185
C 5.3016 7.4570 -2.5347  0.0157
C 13.7386 -2.3620 -0.5560  0.0168
C -4.1446 4.8664 5.3155  0.0523
C 14.2283 -1.6139 1.5974  0.0186
C 4.0010 7.5079 -3.0642  0.0400
C 13.5849 5.3251 -1.8871  0.0461
C -11.3118 -6.4532 -3.1231  -0.1314
C 13.4615 -0.0303 -0.0200  -0.1094
C -2.1702 -10.5330 5.1566  -0.1838
C -4.1404 3.6378 5.8943  0.0135
C 1.0576 6.6140 -3.5523  0.0530
C -8.3460 -2.8679 0.0861  0.0385
C 14.4168 3.5422 -0.4502  0.0172
C -4.6931 2.4897 3.8650  0.0246
C 7.4035 6.3182 -2.1571  0.0478
C -13.0799 -7.8536 -3.9331  0.0650
C -4.9739 6.0824 3.2331  -0.1255
C -4.8284 3.6894 3.2661  0.0344
C -9.9332 -3.4948 -1.4584  -0.0088
C -8.9941 -5.2339 -0.2824  0.0568
C -1.6990 5.9639 -5.7833  0.0380
C -10.8936 -6.3036 -4.4637  0.0350
C -4.9245 4.9305 -2.2587  -0.0171
C 0.2390 -9.1511 3.6158  0.1880
C -3.7695 5.9413 -2.1164  -0.7146
C -12.3281 -7.3120 -2.8682  0.0645
C -4.5812 4.8444 3.9796  -0.1177
C -4.6309 6.3176 1.9192  0.0522
C -5.1527 7.4141 1.1327  0.0898
C -0.7976 -10.5800 5.6576  -0.1990
C -5.9092 7.0126 3.8276  0.0696
C -13.7708 -7.6465 -6.2853  0.0496
C -3.0246 -11.3597 4.3211  0.0849
C -7.4039 -2.1669 4.0536  -0.0123
C -10.5415 -5.6989 -2.0672  -0.1259
C 5.6874 5.4628 -3.6300  0.0174
C -4.1638 1.1320 5.8258  0.0490
C 12.4321 3.2205 -1.6325  0.0129
C -6.6882 9.3560 1.0234  0.0479
C -6.5892 -1.0567 3.1608  -0.6728
C -6.3539 8.0891 3.0692  -0.0018
C 13.3865 1.4397 -0.4029  -0.0728
C -11.6404 -6.7570 -5.4782  0.0379
C 4.4826 5.5435 -4.3187  0.0749
C 12.3958 1.8858 -1.2960  0.0749
C 0.1408 -11.2669 4.6266  -0.1216
C -10.7307 -4.3429 -2.1562  0.0353
C 2.3349 -10.3752 3.8496  0.0775
C 13.8511 -0.3375 1.2697  0.0269
C -9.7737 -6.1992 -0.9909  0.1026
C 14.3950 2.3298 0.0855  0.0433
C 0.5740 6.6460 -6.2139  0.0075
C 1.8810 6.6848 -5.8009  0.0216
C 2.1473 6.5828 -4.4818  -0.1289
C -0.2295 6.5708 -3.9642  0.0368
C 13.4218 -1.0536 -0.9699  0.0854
C 14.7865 -3.9120 1.0328  0.0639
C 2.3978 -3.5741 4.4048  -0.1677
B 9.2800 3.3274 -2.4614  -1.2288
H 13.1657 -0.9271 -2.0023  0.1360
H 0.7984 -11.8697 5.2682  0.1498
H 11.5342 1.3007 -1.6995  0.1451
H -2.4078 6.0687 -4.9238  0.0952
H -14.7639 -7.4802 -5.9098  0.1105
H -10.0654 -2.4093 -1.5129  0.1718
H -4.3997 0.3132 5.0785  0.0870
H 3.3200 8.3403 -2.6929  0.1646
H -2.0372 6.5007 -6.6855  0.1212
H -3.8036 -3.2095 -3.8877  -0.1073
H 14.2965 5.9130 -1.3686  0.0970
H -3.7883 3.5301 6.9164  0.1547
H -1.5097 4.9148 -5.8626  0.1085
H -3.1097 -12.4138 3.9153  0.0892
H 2.6418 -9.4320 3.4218  0.0997
H -5.4814 5.1208 -3.2125  0.0931
H 12.6368 5.8459 -1.8765  0.1166
H 15.6492 -4.1035 0.3342  0.1397
H 7.6743 7.3002 -1.7390  0.1170
H -13.4658 -7.0530 -7.1442  0.1126
H 13.8258 0.3104 2.1721  0.1614
H -5.5624 5.0033 -1.4300  0.0364
H 2.1110 -4.4369 6.4104  0.0735
H 0.2913 6.5976 -7.2992  0.1773
H 13.7927 5.2732 -2.9268  0.1120
H -4.9033 1.4879 3.3933  0.1389
H 4.2307 4.6527 -4.8574  0.1319
H 0.8321 -8.3450 3.2655  0.1116
H 14.4743 -1.8558 2.6073  0.1471
H -11.4127 -6.5540 -6.4969  0.1472
H 8.0963 5.9704 -2.9278  0.1092
H -2.5039 -9.5913 5.1743  0.0405
H 11.6661 3.6499 -2.2986  0.1349
H -0.5099 -11.8056 4.0899  0.0867
H -4.5637 3.9315 -2.4172  0.0585
H 15.1454 2.0196 0.7211  0.1134
H -6.4283 10.3433 1.4593  0.1284
H -3.9420 -10.8872 4.1597  0.0193
H -13.9243 -8.4652 -3.7652  0.1513
H -7.0630 8.7608 3.4626  0.1362
H -11.4036 -3.9826 -2.9314  0.1513
H 2.6217 -10.6401 4.8831  0.1280
H -0.7886 -10.9517 6.8462  0.2006
H 15.1862 4.3256 -0.3145  0.1646
H -10.0138 -5.7411 -4.7300  0.1457
H -6.2511 6.9151 4.8462  0.1293
H -6.2574 9.3861 0.0493  0.0956
H 0.6068 -3.7261 5.8111  0.0499
H -13.7551 -8.7069 -6.5620  0.1253
H -7.9785 -2.7114 3.3136  0.0236
H 13.8640 -3.2206 -1.1879  0.1540
H 13.9283 -4.5542 1.0600  0.1080
H 1.9739 -2.8363 3.1767  0.1684
H 2.5839 6.6007 -6.6103  0.1421
H -4.8214 7.4888 0.1391  0.0686
H -8.1340 -1.7489 4.7668  0.0617
H -9.6821 -7.2710 -0.8495  0.1372
H 3.5293 -3.8069 4.3882  0.0441
H 2.4503 -11.1875 3.1763  0.1064
H -3.9434 5.6465 1.3625  0.1465
H -3.2649 1.1232 6.3928  0.0832
H -5.0125 1.0792 6.5339  0.1148
H 7.3882 5.5916 -1.3518  0.1109
H -4.0430 5.6954 5.9347  0.1190
H 15.9020 -7.3012 -4.2247  0.1104
H -12.7015 -7.4859 -1.8935  0.1349
H 1.2375 6.5806 -2.4786  0.1393
H -5.2732 3.7580 2.3229  0.1235
H 6.2995 4.5211 -3.6460  0.1622
H 5.6448 8.2042 -1.8099  0.1595
H 15.2441 -3.8616 2.0102  0.0995
H -7.7373 9.1491 1.0048  0.1062
H -8.1440 -5.4324 0.3388  0.1516
H -7.7776 -3.2124 0.9165  0.0828
H -9.1203 -2.2001 0.3701  0.1079
H -1.2061 6.6224 -3.4107  0.1224
H -0.4965 -9.5062 5.7911  0.1127
H -0.9308 -9.1492 3.6388  0.1622
H -6.6311 -2.7749 4.5713  0.0681
H -7.6924 -2.3392 -0.5269  0.1006